[1]
Here is C43H77BBr22N2O8 as an isolated structure from OMol25. Energies are from ωB97M-V/def2-TZVPD.

Structure (XYZ):
```
153
Properties=species:S:1:pos:R:3:forces:R:3
C 7.35822 -3.20921 3.21500 -0.2 -0.1 0.1
O 6.86755 -2.98434 1.91114 0.0 -0.2 0.0
C 5.59167 -3.59852 1.75226 -0.1 0.6 -0.1
C 4.89471 -3.10811 0.47822 0.6 -0.2 -0.3
C 5.35146 -1.72605 -0.01200 -0.1 0.0 1.0
C 5.07060 -0.56122 0.94915 -0.6 0.2 -0.2
C 3.70075 -0.62821 1.64216 0.4 0.0 -0.1
C 2.57177 -0.50687 0.61354 0.5 0.1 0.6
C 1.24483 0.04293 1.17177 -0.3 -1.7 1.1
C 0.04314 -0.60796 0.47549 -1.2 -1.8 2.9
C -1.12272 -1.03094 1.38195 0.6 -0.1 -0.2
C -0.80032 -1.91706 2.56526 -1.3 0.0 0.9
C -1.71403 -2.16495 3.54946 1.0 0.2 -0.6
C -3.13270 -1.64625 3.56142 -0.2 -0.3 0.4
O -4.10265 -2.65885 3.28950 -0.1 0.0 -0.1
C -3.65082 -3.53979 2.31024 -0.3 -0.4 -0.4
O -4.74343 -4.15521 1.65865 0.3 0.3 0.0
C -4.36666 -4.43930 0.31667 -0.4 -0.2 0.2
C -3.17746 -5.37507 0.19128 0.2 -0.2 -0.8
O -2.98125 -5.62245 -1.21032 -0.1 -0.2 0.6
C -1.29239 -3.04207 4.69922 -0.2 -0.4 0.0
O -2.05226 -3.83494 5.22886 0.6 0.7 -0.4
C 0.14341 -2.89796 5.13236 0.8 0.0 -0.6
B 0.49243 -2.98702 6.67069 0.1 -0.4 0.4
N 1.84292 -2.92801 7.17262 -0.6 0.9 0.0
O -0.56257 -3.11951 7.56310 0.1 0.4 -0.4
C 1.04158 -2.68231 4.13217 -0.9 0.2 1.0
N 2.45222 -2.51334 4.32808 -0.4 -1.1 -0.4
C 3.09562 -3.55993 4.18026 -2.6 3.7 0.6
O 3.70611 -4.49311 4.08625 2.3 -3.4 -0.2
C 0.52360 -2.58916 2.71339 0.8 -0.3 -0.6
O 1.16330 -3.06932 1.78710 -0.6 0.6 0.8
H 8.42243 -2.98293 3.25253 0.0 0.1 -0.1
H 6.82477 -2.58142 3.94175 0.0 0.0 0.0
H 7.21421 -4.25250 3.52352 0.1 0.0 -0.1
H 5.73741 -4.68249 1.70678 -0.2 -0.1 0.2
H 4.97819 -3.34202 2.62470 0.2 -0.1 -0.2
H 3.81065 -3.15577 0.60537 0.0 0.0 0.1
H 5.12052 -3.82272 -0.32080 0.1 0.0 0.3
H 6.42902 -1.78044 -0.16878 -0.3 0.2 0.1
H 4.88743 -1.55453 -0.98663 -0.1 0.2 0.2
H 5.04499 0.35405 0.34519 0.2 0.1 0.0
H 5.88585 -0.42632 1.66177 -0.1 -0.3 0.1
H 3.60913 -1.57569 2.17744 -0.1 0.1 0.1
H 3.64380 0.17170 2.38629 0.0 -0.2 -0.1
H 2.41209 -1.49538 0.17813 -0.1 0.0 -0.1
H 2.89932 0.13198 -0.21214 0.2 -0.3 0.3
H 1.22487 -0.14913 2.25233 -0.1 -0.1 0.1
H 1.23922 1.12722 1.05085 -0.8 -1.4 0.7
H -0.38105 0.13483 -0.20936 -2.2 -2.3 2.1
H 0.33395 -1.45496 -0.14447 0.5 1.1 1.1
H -1.87164 -1.49039 0.72881 -0.1 -0.1 0.1
H -1.58243 -0.11364 1.75348 -0.1 -0.2 0.2
H -3.26812 -0.81199 2.87599 0.1 0.0 -0.2
H -3.36034 -1.29885 4.57241 0.0 0.0 -0.1
H -3.08334 -2.99135 1.54525 0.1 0.0 0.1
H -3.03734 -4.33495 2.75548 0.1 0.2 0.1
H -5.21857 -4.92482 -0.16263 0.0 0.1 0.1
H -4.16987 -3.50915 -0.22799 0.1 -0.1 0.1
H -2.25639 -4.95216 0.59872 -0.1 0.0 0.2
H -3.38206 -6.33391 0.67203 0.0 0.1 0.2
H -2.15529 -5.21345 -1.48513 -0.2 0.2 -0.1
H 1.89474 -2.94815 8.18384 0.1 -0.1 0.0
H 2.37150 -2.13412 6.82630 0.4 -0.5 -0.2
H -0.41011 -2.55109 8.32676 0.0 -0.5 0.2
Br -2.10108 2.43271 2.06424 0.0 0.2 0.0
C -2.91548 2.47864 0.30079 0.1 0.2 0.0
C -4.41201 2.32051 0.34331 0.0 -0.2 -0.1
Br -4.92664 0.47983 0.70066 -0.1 0.1 0.1
H -2.43058 1.69669 -0.27743 0.0 0.0 -0.1
H -2.64642 3.44959 -0.11270 0.0 0.0 0.0
H -4.83130 2.56209 -0.63157 0.0 0.0 0.0
H -4.88938 2.93180 1.10199 0.1 0.1 0.0
Br -5.05622 -2.05043 -5.45644 -0.2 -0.1 -0.1
C -5.60632 -0.70602 -4.16340 0.2 -0.1 -0.3
C -4.41125 -0.35999 -3.32005 0.0 0.2 0.4
Br -3.94804 -1.75974 -2.06403 -0.6 0.1 0.3
H -6.44979 -1.10972 -3.61369 0.1 0.0 0.1
H -5.92439 0.16841 -4.72706 0.0 0.0 -0.1
H -4.58574 0.53360 -2.72162 -0.1 0.0 0.0
H -3.52980 -0.21506 -3.93734 0.0 0.1 0.0
Br -2.18338 5.19563 -3.36741 0.0 -0.1 0.2
C -2.22389 6.53244 -1.95132 0.0 0.0 -0.2
C -0.83996 6.88752 -1.48290 -0.1 0.0 0.2
Br -0.07393 5.48683 -0.36917 -0.3 0.7 0.0
H -2.84339 6.12585 -1.15828 0.0 0.0 0.0
H -2.71257 7.40310 -2.38643 0.0 0.0 0.0
H -0.86991 7.77790 -0.85737 0.0 0.0 0.0
H -0.14711 7.04894 -2.30330 -0.2 -0.1 0.2
Br 2.60239 2.56692 1.69314 1.1 1.9 0.5
C 2.78435 2.82099 -0.22887 0.0 0.3 0.0
C 1.45242 2.77348 -0.92842 0.6 -0.3 -1.0
Br 0.79114 0.94932 -1.06331 1.9 5.7 -7.0
H 3.46855 2.05542 -0.58001 0.0 0.1 0.0
H 3.24134 3.80073 -0.35023 0.0 0.0 0.0
H 1.54810 3.12794 -1.95267 0.1 0.3 0.1
H 0.68708 3.34741 -0.41692 0.2 -0.6 -0.1
Br -0.37054 -2.79783 -1.40947 -0.4 -1.7 -1.5
C -0.18179 -2.68582 -3.34904 -0.2 0.1 0.0
C -1.51853 -2.79714 -4.02942 0.3 -0.2 -0.4
Br -2.17612 -4.62374 -3.97644 -0.1 0.2 -0.3
H 0.50357 -3.47379 -3.63070 0.0 0.0 0.0
H 0.27661 -1.71981 -3.55242 0.0 0.1 0.1
H -1.43969 -2.53738 -5.08314 0.1 0.0 0.0
H -2.27935 -2.18479 -3.56228 0.2 -0.1 -0.2
Br 0.10080 11.06064 -0.58023 0.0 -0.1 0.1
C 1.85886 10.40903 -1.09975 0.0 0.2 0.0
C 2.04633 10.41176 -2.59411 0.0 -0.2 -0.1
Br 1.06588 8.97764 -3.46470 0.1 0.2 -0.2
H 1.95735 9.42189 -0.65990 0.0 0.0 -0.1
H 2.57277 11.08524 -0.63537 0.0 0.0 0.0
H 3.09358 10.24268 -2.83414 0.0 0.0 0.0
H 1.71091 11.33175 -3.06109 0.0 0.1 0.1
Br -2.69138 10.36257 -3.28726 -0.1 0.1 0.0
C -3.15325 11.95242 -2.26646 0.1 -0.2 0.0
C -4.46445 11.78839 -1.54667 -0.1 0.2 -0.1
Br -5.97679 11.93716 -2.76207 0.0 -0.1 0.0
H -3.15888 12.78285 -2.96465 -0.1 0.0 0.0
H -2.34272 12.08594 -1.55469 0.0 0.0 0.0
H -4.60011 12.58329 -0.81683 0.0 0.0 0.0
H -4.55199 10.82541 -1.05472 0.0 0.0 0.0
Br 1.41335 -7.26900 8.04864 0.0 0.1 0.0
C -0.01480 -7.90283 6.89038 0.0 -0.1 0.2
C 0.52466 -8.53784 5.63696 -0.1 0.1 -0.2
Br 1.15858 -7.20862 4.36666 0.1 0.0 0.0
H -0.65515 -7.05116 6.68539 0.0 0.0 0.0
H -0.56097 -8.63464 7.48130 0.0 0.0 0.0
H -0.26337 -9.07876 5.11764 0.0 0.0 0.0
H 1.35541 -9.20730 5.83309 0.0 0.0 0.0
Br 1.72546 -6.08066 0.37632 0.0 0.0 -0.1
C 0.30608 -6.73790 -0.77968 0.1 -0.1 0.3
C 0.84499 -7.33366 -2.05142 -0.2 0.1 -0.1
Br 1.42222 -5.91668 -3.24732 0.3 -0.1 -0.2
H -0.34986 -5.89516 -0.97291 0.1 0.0 0.0
H -0.22372 -7.48710 -0.19556 0.0 0.0 0.0
H 0.06267 -7.86981 -2.58436 0.0 0.0 0.0
H 1.69452 -7.98972 -1.89522 0.0 0.0 0.1
Br -5.04353 7.27568 -8.46533 0.0 0.0 0.1
C -5.03996 8.64750 -7.08533 0.0 0.0 -0.2
C -3.64393 9.08055 -6.73009 0.1 0.1 0.2
Br -2.74039 7.75864 -5.62675 0.0 -0.1 -0.2
H -5.57853 8.24011 -6.23635 0.0 0.0 0.0
H -5.59911 9.48067 -7.50466 0.0 0.0 0.0
H -3.67042 9.98747 -6.12811 0.0 0.0 0.0
H -3.01916 9.24119 -7.60235 0.0 0.0 0.0
Br 6.74034 -2.51487 -2.52546 0.4 -0.5 -1.1
C 5.26492 -3.74389 -2.84155 0.2 0.1 -0.2
C 4.68667 -3.57714 -4.22022 -0.2 -0.1 0.0
Br 3.58142 -1.97952 -4.34509 0.0 0.0 0.0
H 4.53470 -3.56779 -2.05840 -0.1 0.0 -0.2
H 5.68718 -4.73937 -2.72662 0.0 0.0 0.0
H 4.02310 -4.40773 -4.45182 0.0 0.0 0.0
H 5.44572 -3.49373 -4.99065 0.0 0.0 0.0
```
Forces are in eV/Å.

=====

[2]
Here is a 6-piece molecular cluster, C32H31BF5O3S overall from OMol25. Energies are from ωB97M-V/def2-TZVPD.

Structure (XYZ):
```
73
Properties=species:S:1:pos:R:3:forces:R:3
O 1.97833 0.09782 -0.84745 -0.1 -0.2 0.0
C 1.38614 1.15109 -0.10982 -0.4 -0.1 -0.1
S 0.38283 2.19733 -1.33414 0.3 -0.4 0.7
C 2.43646 2.06142 0.55899 0.1 -0.3 0.1
O 2.42643 1.69704 1.90565 0.0 0.1 0.0
B 1.00821 1.39351 2.16425 -0.3 0.1 0.3
O 0.61301 0.63958 0.87999 0.0 0.1 0.1
H 1.41537 -0.66126 -0.62456 0.2 0.2 0.0
H 0.42982 1.30074 -2.32429 0.0 0.0 0.0
H 2.15386 3.11468 0.41472 0.0 0.0 0.0
H 3.41308 1.86869 0.11247 0.0 0.1 -0.1
H 0.32602 2.44026 2.24526 0.1 -0.1 -0.1
H 0.82570 0.68534 3.14882 0.1 0.0 -0.1
F 5.23895 3.51989 0.22375 0.2 0.0 0.0
C 5.10108 4.70295 0.84770 -0.2 -0.1 0.0
C 5.71464 4.90307 2.06744 0.0 0.0 0.0
C 5.55247 6.13626 2.68325 0.0 0.0 0.0
C 4.78509 7.12998 2.08936 0.0 0.0 0.0
C 4.16359 6.88749 0.87100 0.0 0.0 0.0
C 4.31813 5.66260 0.24032 0.0 0.0 0.0
H 6.28781 4.10401 2.51623 0.0 0.0 0.0
H 6.02256 6.31545 3.64198 0.0 0.0 0.0
H 4.65769 8.08424 2.58361 0.0 0.0 0.0
H 3.54295 7.64462 0.40949 0.0 0.0 0.0
H 3.83009 5.43394 -0.69594 0.0 0.0 0.0
F -2.72704 -2.39525 5.71441 0.0 0.0 0.0
C -2.05905 -2.62297 4.55363 -0.1 0.0 0.1
C -1.36011 -1.58561 3.97314 0.0 0.0 0.0
C -0.68351 -1.83138 2.78537 0.0 0.0 -0.1
C -0.72425 -3.09650 2.21202 0.0 0.0 0.0
C -1.43758 -4.12240 2.81858 0.0 0.0 0.0
C -2.11537 -3.89046 4.00889 0.0 0.0 -0.1
H -1.33900 -0.60648 4.43237 0.0 0.0 0.0
H -0.13603 -1.02495 2.31294 0.0 0.0 0.0
H -0.19982 -3.27546 1.28122 0.0 0.0 0.0
H -1.47449 -5.10425 2.36645 0.0 0.0 0.0
H -2.68172 -4.66631 4.50636 0.0 0.0 0.0
F -2.50085 -2.27185 -1.58153 0.0 0.0 0.0
C -3.62665 -2.62713 -0.92265 0.1 0.0 -0.1
C -3.69409 -2.41688 0.43896 0.0 0.0 0.0
C -4.85949 -2.78259 1.09738 0.0 0.0 0.0
C -5.91834 -3.34909 0.40028 0.0 0.0 0.0
C -5.81437 -3.55154 -0.96921 0.0 0.0 0.0
C -4.65905 -3.18847 -1.64756 0.0 0.0 0.0
H -2.85700 -1.97872 0.96430 0.0 0.0 0.0
H -4.92814 -2.62688 2.16635 0.0 0.0 0.0
H -6.82180 -3.63406 0.92331 0.0 0.0 0.0
H -6.63599 -3.99497 -1.51752 0.0 0.0 0.0
H -4.55050 -3.33163 -2.71399 0.0 0.0 0.0
F -2.25655 -6.09271 0.28809 0.0 -0.1 0.0
C -1.65982 -6.29480 -0.90558 0.0 0.1 0.1
C -1.02013 -5.23148 -1.50851 0.0 0.0 0.0
C -0.40966 -5.44718 -2.73569 0.0 0.0 0.0
C -0.44554 -6.70084 -3.33179 0.0 0.0 0.0
C -1.09800 -7.74906 -2.69716 0.0 0.0 0.0
C -1.71549 -7.55364 -1.46931 0.0 0.0 0.0
H -1.01382 -4.26238 -1.03047 0.0 0.0 0.0
H 0.09578 -4.62472 -3.22493 0.0 0.0 0.0
H 0.03385 -6.85998 -4.28853 0.0 0.0 0.0
H -1.12973 -8.72796 -3.15842 0.0 0.0 0.0
H -2.23003 -8.35168 -0.95197 0.0 0.0 0.0
F 2.33930 6.83847 -2.01228 0.0 0.1 -0.1
C 1.51761 5.89890 -2.54351 0.0 -0.1 0.1
C 0.16637 5.97937 -2.28111 0.0 -0.1 0.0
C -0.65850 4.99017 -2.79707 0.0 0.1 -0.2
C -0.12863 3.95299 -3.55077 0.0 0.4 -0.3
C 1.23627 3.90160 -3.79215 0.0 0.2 -0.2
C 2.07786 4.88273 -3.28845 -0.1 0.0 -0.1
H -0.21641 6.78493 -1.67001 0.0 0.0 0.0
H -1.72008 5.02255 -2.58961 0.0 0.0 0.0
H -0.77552 3.17352 -3.92979 0.0 0.0 0.0
H 1.65730 3.08093 -4.35773 0.0 0.0 0.0
H 3.14755 4.85535 -3.44483 0.0 0.0 0.0
```
Forces are in eV/Å.

Summary:
net charge = -1

=====

[3]
Here is a 2-piece molecular cluster, C6H14N2O2 overall from OMol25. Energies are from ωB97M-V/def2-TZVPD.

Structure (XYZ):
```
24
Properties=species:S:1:pos:R:3:forces:R:3
C -0.83800 -2.43450 2.42564 -1.1 0.6 -0.3
N -1.56616 -2.17453 1.15387 4.0 6.7 5.5
C -1.39022 -1.08011 0.44864 2.7 2.7 0.7
C -1.95030 -1.09183 -0.86117 0.9 0.2 -4.7
O -0.76881 -0.04210 0.79749 -1.4 -2.3 0.6
H -0.02796 -3.14883 2.13160 -1.0 0.1 1.2
H -0.39810 -1.55329 2.93669 -0.2 -0.2 -1.2
H -1.73342 -2.63280 3.05809 1.4 -1.3 0.3
H -1.85381 -2.90510 0.75525 -3.1 -7.1 -4.0
H -1.99815 -2.07054 -1.42849 -0.8 0.9 1.1
H -2.79262 -0.44924 -0.77499 -1.5 -0.2 -0.5
H -1.31701 -0.47399 -1.59888 -0.5 -0.8 1.4
C 0.09565 2.65952 0.21272 0.1 -2.6 1.3
N 0.81111 1.57637 -0.52682 -0.2 1.8 0.2
C 2.07734 1.86574 -1.01347 -3.4 -0.6 0.5
C 2.57440 0.66712 -1.69530 5.5 0.5 -1.4
O 2.60398 2.95142 -0.88948 0.4 -0.2 0.1
H 0.51601 2.63671 1.28663 -0.1 1.1 -1.8
H 0.10879 3.53648 -0.43316 0.0 0.4 0.9
H -0.90538 2.24721 0.46620 0.4 0.6 -0.9
H 0.22399 0.78948 -0.83488 1.1 0.6 0.5
H 2.13301 0.40546 -2.64473 -0.3 0.3 -0.3
H 2.64972 -0.21114 -1.09940 -0.5 -0.6 0.8
H 3.74594 0.93247 -1.87204 -2.6 -0.8 -0.1
```
Forces are in eV/Å.

Summary:
SMILES = CNC(C)=O.CNC(C)=O
relative energy (zero: lowest compared OMol25 entry of this formula, charge and spin) = 2.991 eV

=====

no.,HOMO-LUMO gap (Ha),HOMO (eV)
1,0.2751,-8.3
2,0.2576,-4.6
3,0.3387,-8.8